# 1
The following is a quantum chemistry calculation of a 8-piece molecular cluster, H18NO7 overall at a distorted geometry, from the Open Molecules 2025 dataset.

```
! RIJCOSX wB97M-V def2-TZVPD def2/J DEFGRID3
* xyz 1 1
N 46.14300 35.79300 0.45400
H 45.73900 35.86600 -0.38200
H 45.94000 36.65200 0.98400
H 47.08400 35.84800 0.38200
H 45.48900 35.01700 0.97400
O 47.35000 33.87000 -1.06100
H 46.77000 33.74600 -1.79300
H 48.12500 34.06400 -1.52500
O 47.99000 38.35600 0.54600
H 48.46400 38.76400 1.31700
H 48.68800 38.12800 0.00400
O 43.37400 33.64700 2.03600
H 43.33600 33.36200 1.10700
H 44.21300 33.43800 2.40400
O 44.77200 38.54600 -0.04100
H 43.90200 38.64400 0.39800
H 45.26900 39.36400 0.26900
O 46.10100 37.69400 -1.78400
H 45.75600 38.23800 -1.17900
H 45.34100 37.12900 -2.15800
O 43.89400 36.03800 -1.91100
H 43.29900 36.64200 -2.29500
H 43.84400 35.05200 -2.35400
O 45.99900 33.28500 2.83400
H 46.09300 33.81500 3.72300
H 46.66300 32.60800 2.99300
*
```

Computed properties:
* relative energy (zero: lowest compared OMol25 entry of this formula, charge and spin): 96.2 kcal/mol
* molecular weight: 144.1 g mol⁻¹
* energy: -16107.206 eV
* strongest force on any atom: 0.1629 hartree/bohr
* orbital gap: 0.38956 Ha
* LUMO level: -0.1151 Ha

***

# 2
The following is a quantum chemistry calculation of a 2-piece molecular cluster, CH5N3O overall at a distorted geometry, from the Open Molecules 2025 dataset.

```
! RIJCOSX wB97M-V def2-TZVPD def2/J DEFGRID3
* xyz 0 1
C 0.06468 0.00517 0.72164
O 0.47592 1.07493 -0.19657
N 0.86743 0.56535 -1.41540
H -0.11248 0.50302 1.69613
H 0.98096 -0.56383 0.72143
H -0.74661 -0.55594 0.20441
H 1.72676 0.00357 -1.50148
H 0.20434 -0.01512 -1.83791
N 1.67878 -1.75448 -4.16984
N 2.38422 -2.09790 -3.37457
*
```

Computed properties:
* relative energy (zero: lowest compared OMol25 entry of this formula, charge and spin): 35.4 kcal/mol
* structure (SMILES): CON.N#N
* molecular weight: 75.1 g mol⁻¹
* energy: -7634.103 eV
* strongest force on any atom: 0.0778 hartree/bohr
* orbital gap: 0.38680 Ha
* LUMO level: 0.0396 Ha

***

What did the first record say?
The following is a quantum chemistry calculation of a 8-piece molecular cluster, H18NO7 overall at a distorted geometry, from the Open Molecules 2025 dataset.

```
! RIJCOSX wB97M-V def2-TZVPD def2/J DEFGRID3
* xyz 1 1
N 46.14300 35.79300 0.45400
H 45.73900 35.86600 -0.38200
H 45.94000 36.65200 0.98400
H 47.08400 35.84800 0.38200
H 45.48900 35.01700 0.97400
O 47.35000 33.87000 -1.06100
H 46.77000 33.74600 -1.79300
H 48.12500 34.06400 -1.52500
O 47.99000 38.35600 0.54600
H 48.46400 38.76400 1.31700
H 48.68800 38.12800 0.00400
O 43.37400 33.64700 2.03600
H 43.33600 33.36200 1.10700
H 44.21300 33.43800 2.40400
O 44.77200 38.54600 -0.04100
H 43.90200 38.64400 0.39800
H 45.26900 39.36400 0.26900
O 46.10100 37.69400 -1.78400
H 45.75600 38.23800 -1.17900
H 45.34100 37.12900 -2.15800
O 43.89400 36.03800 -1.91100
H 43.29900 36.64200 -2.29500
H 43.84400 35.05200 -2.35400
O 45.99900 33.28500 2.83400
H 46.09300 33.81500 3.72300
H 46.66300 32.60800 2.99300
*
```

Computed properties:
* relative energy (zero: lowest compared OMol25 entry of this formula, charge and spin): 96.2 kcal/mol
* molecular weight: 144.1 g mol⁻¹
* energy: -16107.206 eV
* strongest force on any atom: 0.1629 hartree/bohr
* orbital gap: 0.38956 Ha
* LUMO level: -0.1151 Ha